Below is the ion C4H11N2 with charge +1 at a distorted geometry, with properties calculated with the ωB97M-V functional and the def2-TZVPD basis.

Results
Relative energy (zero: lowest compared OMol25 entry of this formula, charge and spin)   72.0 kcal per mole
Calculated total energy   -7297.825 eV
Kohn-Sham gap   0.4321 Ha
SMILES   C[NH2+][C@@]1(C)CN1
Net charge   +1
HOMO level   -14.81 eV
LUMO   -0.112 hartree

Each line ends with the Löwdin charge.
Atoms and positions in Å:
C: 1.97738 -0.35813 -0.22238  -0.0073
N: 0.85226 -0.46208 0.76255  0.0544
C: -0.58508 0.05089 0.15003  -0.4430
C: -0.58054 1.53798 -0.01566  -0.0051
C: -1.28311 -0.91069 -0.81001  -0.0187
N: -1.52391 -0.86767 0.63194  0.0858
H: 1.67274 -0.75536 -1.22287  0.1094
H: 1.91102 0.75545 -0.36708  0.0878
H: 2.94554 -0.82332 0.20571  0.1391
H: 1.11696 0.10848 1.55956  0.1615
H: 0.54521 -1.35700 1.17251  0.1701
H: -1.49589 1.83671 -0.54652  0.0982
H: 0.35376 1.95506 -0.62540  0.1391
H: -0.79286 1.92542 0.99538  0.0987
H: -2.09074 -0.47915 -1.43110  0.1320
H: -0.80499 -1.79299 -1.25473  0.1190
H: -2.21776 -0.36360 1.01807  0.0789

Forces on atoms 1 to 6 (eV/Å):
0.02 0.36 -0.18
-1.56 -0.15 -0.92
2.58 -1.62 -1.47
-0.08 0.61 -0.11
-0.18 0.80 0.18
2.90 -1.15 -0.58

***

Below is the ion C4H11N2 with charge +1 at a distorted geometry, with properties calculated with the ωB97M-V functional and the def2-TZVPD basis.

Results
Relative energy (zero: lowest compared OMol25 entry of this formula, charge and spin)   92.3 kcal per mole
Calculated total energy   -7296.946 eV
Kohn-Sham gap (alpha / beta)   0.2945 / 0.3023 Ha
SMILES   C[N+](C)=CCN
Net charge   +1
HOMO level (alpha / beta)   -14.07 / -14.12 eV
LUMO (alpha / beta)   -0.223 / -0.217 hartree

Each line ends with the Löwdin charge.
Atoms and positions in Å:
C: 1.97572 0.65011 -0.88288  -0.0659
N: 0.85714 0.11559 -0.17908  -0.1216
C: 1.03329 -0.86828 0.81176  -0.0651
C: -0.62114 0.57240 -0.81702  0.2469
C: -1.84686 0.12729 -0.17146  -0.2620
N: -1.72157 -0.12996 1.23895  0.0005
H: 1.66664 1.34097 -1.66441  0.0935
H: 2.64163 1.18313 -0.19660  0.1136
H: 2.55504 -0.15761 -1.34279  0.1152
H: 0.16910 -0.90890 1.47653  0.0765
H: 1.16835 -1.85297 0.35507  0.1209
H: 1.94660 -0.63229 1.36656  0.1136
H: -0.51360 1.21237 -1.66910  0.1169
H: -2.64304 0.84906 -0.43495  0.1433
H: -2.14672 -0.81750 -0.65948  0.1616
H: -1.57696 0.70999 1.78670  0.1070
H: -2.50261 -0.65120 1.61455  0.1050

Forces on atoms 1 to 6 (eV/Å):
0.99 0.28 -0.44
-8.02 3.25 -4.38
0.29 -0.86 1.19
7.41 -2.98 4.13
-0.82 0.01 0.16
-0.08 0.12 0.23

***

Below is a cluster of 2 separate species, C4H11N2 in total at a distorted geometry, with properties calculated with the ωB97M-V functional and the def2-TZVPD basis.

Results
Relative energy (zero: lowest compared OMol25 entry of this formula, charge and spin)   143.5 kcal per mole
Calculated total energy   -7294.727 eV
Kohn-Sham gap (alpha / beta)   0.3148 / 0.3148 Ha
Net charge   +1
HOMO level (alpha / beta)   -12.75 / -12.75 eV
LUMO (alpha / beta)   -0.154 / -0.154 hartree

Each line ends with the Löwdin charge.
Atoms and positions in Å:
C: 0.11679 0.66417 -0.41837  -0.3122
C: 0.29056 -0.84983 -0.52690  -0.1918
C: -0.80806 1.58806 0.34861  -0.0262
C: 2.16268 0.02730 0.93097  0.1734
N: 1.08834 -0.03543 0.26488  -0.1124
N: -0.45632 -1.82465 0.27501  0.1876
H: 0.41510 1.14497 -1.39912  0.1571
H: -1.19658 -0.25945 -2.20573  0.0262
H: -0.97815 1.20681 1.31959  0.0605
H: -1.82357 1.64284 -0.15963  0.1080
H: -0.43175 2.58766 0.43822  0.0802
H: -1.64562 0.18539 -2.65125  0.0860
H: 2.47391 0.96677 1.34773  0.1120
H: 2.71278 -0.85988 1.17518  0.1061
H: -0.27779 -2.73697 -0.18088  0.1683
H: -1.45486 -1.46462 0.16376  0.1955
H: -0.18747 -1.98315 1.27793  0.1816

Forces on atoms 1 to 6 (eV/Å):
-1.74 2.18 -1.97
0.91 0.64 0.07
-1.56 -0.87 -1.23
-0.07 0.38 0.88
2.77 -0.97 -0.35
-1.46 -0.30 0.15

***

Below is the ion C4H11N2O with charge -1 at a distorted geometry, with properties calculated with the ωB97M-V functional and the def2-TZVPD basis.

Results
Relative energy (zero: lowest compared OMol25 entry of this formula, charge and spin)   32.8 kcal per mole
Calculated total energy   -9353.067 eV
Kohn-Sham gap   0.2357 Ha
SMILES   NCNCCC[O-]
Net charge   -1
HOMO level   -2.47 eV
LUMO   0.145 hartree

Each line ends with the Löwdin charge.
Atoms and positions in Å:
N: 0.51358 0.86425 -2.60387  -0.0132
C: -0.25001 0.76895 -1.35457  -0.3664
N: 0.51334 1.06779 -0.16351  -0.0765
C: 1.08028 -0.10334 0.55928  -0.2612
C: 0.08955 -1.23450 0.82492  -0.2256
C: -1.21869 -0.72771 1.58364  -0.5864
O: -1.75474 -1.52595 2.47621  -0.3351
H: 1.39054 0.38280 -2.39885  0.0495
H: 0.82889 1.83350 -2.64818  0.0478
H: -1.08984 1.47227 -1.37410  0.1075
H: -0.77575 -0.19039 -1.33603  0.0891
H: -0.11620 1.44078 0.53996  0.0695
H: 2.03400 -0.41188 0.13181  0.0866
H: 1.17707 0.28328 1.57639  0.0947
H: 0.49787 -2.00981 1.49123  0.0924
H: -0.21932 -1.78663 -0.07824  0.0794
H: -1.86513 -0.37445 0.72405  0.0743
H: -0.83545 0.25105 2.04985  0.0735

Forces on atoms 1 to 6 (eV/Å):
0.45 0.28 0.48
-0.97 0.15 -0.09
0.08 -0.48 0.37
-0.91 0.00 0.52
-0.63 -0.84 -0.08
0.98 0.74 -0.29

***

Below is a cluster of 2 separate species, C4H11N2O in total at a distorted geometry, with properties calculated with the ωB97M-V functional and the def2-TZVPD basis.

Results
Relative energy (zero: lowest compared OMol25 entry of this formula, charge and spin)   141.6 kcal per mole
Calculated total energy   -9348.349 eV
Kohn-Sham gap   0.2128 Ha
Net charge   -1
HOMO level   -2.66 eV
LUMO   0.115 hartree

Each line ends with the Löwdin charge.
Atoms and positions in Å:
C: -2.54269 0.53611 -0.15855  0.0379
N: 2.12681 1.12605 -0.19061  -0.1573
C: 2.50379 -0.18179 0.13648  -0.5391
O: 3.79931 -0.23475 0.93167  -0.2073
C: -1.68403 -0.45495 0.41473  -0.6056
C: -0.87989 0.19530 -0.81357  -0.0789
N: -1.84131 -1.80096 0.31880  -0.0599
H: -3.39453 0.24977 -0.76093  0.1008
H: -2.49835 1.50604 0.32468  0.0945
H: 1.40188 1.39977 0.47329  -0.0734
H: 2.79061 -0.72579 -0.77888  0.0627
H: 1.80686 -0.80123 0.71716  0.0717
H: -1.20267 -0.07397 1.33464  0.1303
H: -0.80549 -0.58916 -1.57039  0.0992
H: -0.94620 1.12095 -1.39300  0.0981
H: 0.15981 0.13190 -0.43711  0.0656
H: 3.98256 0.70829 0.91338  0.0044
H: -2.77647 -2.11162 0.53823  -0.0436

Forces on atoms 1 to 6 (eV/Å):
1.22 -0.62 0.87
-0.70 -0.37 0.07
0.99 -0.05 -0.49
-0.53 -0.12 0.02
-2.53 -1.61 2.90
0.73 0.39 -3.49

***

Below is the ion C4H11N2O with charge -1 at a distorted geometry, with properties calculated with the ωB97M-V functional and the def2-TZVPD basis.

Results
Relative energy (zero: lowest compared OMol25 entry of this formula, charge and spin)   34.3 kcal per mole
Calculated total energy   -9353.001 eV
Kohn-Sham gap   0.2509 Ha
SMILES   NCNCCC[O-]
Net charge   -1
HOMO level   -2.57 eV
LUMO   0.157 hartree

Each line ends with the Löwdin charge.
Atoms and positions in Å:
N: 2.33963 -0.71572 0.10999  -0.0059
C: 1.93266 0.65897 0.38535  -0.3517
N: 0.53295 0.87619 0.34978  -0.0894
C: -0.49947 0.89719 -0.67761  -0.2792
C: -1.78335 0.28807 -0.17499  -0.2187
C: -1.57148 -1.27958 0.13327  -0.5340
O: -0.51690 -1.85963 -0.42158  -0.3426
H: 2.62995 -0.81904 -0.84976  0.0353
H: 1.54818 -1.34652 0.25227  0.0383
H: 2.51300 1.30192 -0.28340  0.0948
H: 2.17845 0.95109 1.40976  0.0884
H: 0.09731 0.64471 1.23046  0.0874
H: -0.15450 0.16749 -1.42625  0.0994
H: -0.57749 1.90418 -1.10138  0.0856
H: -2.12292 0.73336 0.76945  0.0793
H: -2.55313 0.52402 -0.91645  0.0781
H: -1.39310 -1.24237 1.25643  0.0681
H: -2.59979 -1.68430 -0.04535  0.0666

Forces on atoms 1 to 6 (eV/Å):
0.68 -0.22 0.31
-0.35 -0.69 -0.44
-1.62 1.45 1.66
1.76 -1.01 -0.51
0.11 0.00 0.06
0.55 1.14 1.07